1.
A molecular structure, C35H46CaN5S2Si2, computed with wB97M-V/def2-TZVPD.

Positions of all 91 atoms, in Å:
Ca (0.4816, -0.2409, 0.5202)
C (-2.5184, -2.8636, 0.9166)
N (-1.1338, -2.6579, 1.3110)
C (-0.2729, -3.6201, 0.6169)
C (-0.3098, -3.4898, -0.8996)
N (-0.0085, -2.1411, -1.4153)
C (-1.1983, -1.3408, -1.7121)
C (0.8494, -2.1931, -2.5819)
C (0.4544, -2.9648, -3.6719)
C (1.2412, -3.0706, -4.8062)
C (2.4487, -2.3809, -4.8394)
C (2.8355, -1.6011, -3.7676)
C (2.0495, -1.4702, -2.6079)
S (2.5794, -0.4268, -1.3147)
C (-0.9338, -2.6258, 2.7424)
C (-1.9926, -2.9333, 3.5986)
C (-1.8712, -2.8560, 4.9791)
C (-0.6592, -2.4791, 5.5304)
C (0.3999, -2.1821, 4.6931)
C (0.3051, -2.2291, 3.2986)
S (1.7255, -1.7658, 2.3648)
H (-2.9160, -3.8298, 1.2604)
H (-2.6015, -2.8555, -0.1649)
H (-3.1441, -2.0622, 1.2950)
H (-0.5574, -4.6537, 0.8778)
H (0.7461, -3.4562, 0.9575)
H (-1.2656, -3.8399, -1.3161)
H (0.4495, -4.1734, -1.2787)
H (-1.9174, -1.8679, -2.3586)
H (-0.8919, -0.4326, -2.2306)
H (-1.7323, -1.0550, -0.7992)
H (-0.4880, -3.5003, -3.6191)
H (0.9241, -3.6811, -5.6422)
H (3.0937, -2.4499, -5.7081)
H (3.7775, -1.0661, -3.7966)
H (-2.9463, -3.2349, 3.1931)
H (-2.7247, -3.0847, 5.6054)
H (-0.5372, -2.4039, 6.6045)
H (1.3512, -1.8757, 5.1100)
C (-0.4963, 2.3142, -1.7740)
Si (-1.2927, 2.7633, -0.1078)
C (-1.2768, 4.6591, -0.0578)
C (-3.1153, 2.3000, -0.3166)
C (-0.5912, 1.9204, 1.3801)
C (-1.7331, 1.5439, 2.2460)
C (-2.2126, 2.4135, 3.2524)
C (-3.3245, 2.1014, 3.9981)
C (-3.9765, 0.8989, 3.7463)
C (-3.4470, 0.0876, 2.7638)
N (-2.3655, 0.3707, 2.0333)
Si (0.8488, 2.5703, 2.3403)
C (2.4590, 2.0254, 1.5072)
C (0.9551, 4.4474, 2.6162)
C (0.9127, 1.8028, 4.0627)
H (-1.2805, 2.2587, -2.5365)
H (0.0473, 1.3648, -1.7942)
H (0.2303, 3.0649, -2.0827)
H (-2.0734, 5.0566, -0.6948)
H (-0.3303, 5.0717, -0.4173)
H (-1.4400, 5.0308, 0.9564)
H (-3.4974, 2.8200, -1.2006)
H (-3.7265, 2.5878, 0.5428)
H (-3.2479, 1.2249, -0.4609)
H (-1.6991, 3.3542, 3.4076)
H (-3.6859, 2.7861, 4.7570)
H (-4.8615, 0.5957, 4.2891)
H (-3.9322, -0.8626, 2.5619)
H (2.3998, 1.9380, 0.4174)
H (2.7799, 1.0628, 1.9218)
H (3.2656, 2.7389, 1.7015)
H (0.7963, 5.0247, 1.7044)
H (1.9473, 4.6974, 3.0068)
H (0.2157, 4.7861, 3.3479)
H (0.9898, 0.7142, 3.9838)
H (0.0494, 2.0337, 4.6887)
H (1.8111, 2.1603, 4.5766)
N (3.4551, 3.5410, -3.6268)
C (2.8928, 2.6289, -2.7711)
N (2.6612, 3.1063, -1.5884)
C (3.0996, 4.4201, -1.6393)
C (3.0955, 5.3997, -0.6475)
C (3.5995, 6.6455, -0.9662)
C (4.1029, 6.9246, -2.2471)
C (4.1138, 5.9666, -3.2441)
C (3.6010, 4.7167, -2.9156)
H (3.7132, 3.3667, -4.5793)
H (2.6940, 1.6049, -3.0579)
H (2.7063, 5.1786, 0.3387)
H (3.6090, 7.4243, -0.2143)
H (4.4922, 7.9130, -2.4579)
H (4.5031, 6.1882, -4.2301)

The energy above the lowest of the compared OMol25 structures with the same formula, charge and spin comes out at 143.04 kJ/mol. Its total charge is -1. Its HOMO energy is -0.1615 Ha. The calculation puts the HOMO-LUMO gap at 6.925 eV.

Löwdin atomic charge list, values in e, 5 entries: 0.939, -0.103, -0.164, -0.200, -0.174


2.
4 unconnected molecules or ions with the total composition C35H46FN3O15P2S2, computed with wB97M-V/def2-TZVPD.

Positions of all 104 atoms, in Å:
C (4.0162, -1.6934, -4.9376)
C (3.0521, -1.5414, -3.6418)
O (3.5061, -0.7797, -2.7307)
N (1.7767, -2.2877, -3.5387)
C (1.7190, -2.7273, -2.0711)
C (0.5958, -1.4228, -3.7003)
C (0.6594, 0.1439, -3.6102)
C (-0.6170, 1.0508, -3.7372)
C (-0.5948, 2.6338, -3.6187)
C (-0.5198, 3.5675, -4.8791)
C (-0.4871, 5.0900, -4.6104)
N (-0.5127, 5.7615, -3.3519)
C (-0.6195, 4.8912, -2.2281)
C (-0.6723, 3.3460, -2.2198)
C (-1.9646, 0.3060, -3.9571)
C (-2.0326, -1.2603, -4.0930)
C (-0.7690, -2.1681, -3.9730)
S (-0.9411, -3.9984, -4.1476)
O (-1.9353, -4.5085, -3.1200)
O (-1.4163, -4.3825, -5.5343)
F (0.4814, -4.8405, -3.8910)
C (-3.5284, -1.8356, -4.3237)
O (-3.8076, -2.7333, -5.1445)
C (-4.6508, -1.0978, -3.4238)
C (-5.7883, -1.8773, -2.6872)
P (-5.8198, -3.7576, -2.9037)
P (-7.5971, -4.3948, -4.0144)
O (-7.5263, -5.9084, -4.2394)
O (-7.6130, -3.5315, -5.4806)
O (-8.9584, -3.9371, -3.0568)
C (-6.7719, -1.0498, -1.8181)
C (-6.6721, 0.5106, -1.6383)
N (-7.6288, 1.2046, -0.7526)
C (-8.3820, 2.0346, -1.3990)
S (-9.3756, 3.1001, -2.1649)
C (-5.5536, 1.2918, -2.3881)
O (-5.3367, 2.6923, -2.3073)
C (-4.5732, 0.4671, -3.2569)
C (-3.3408, 1.1530, -4.0462)
O (-3.4651, 2.2152, -4.6895)
H (4.2129, -0.6847, -5.4330)
H (5.0184, -2.0733, -4.5010)
H (3.6597, -2.5105, -5.6505)
H (1.4038, -1.7750, -1.4914)
H (2.7492, -3.0051, -1.6628)
H (0.9054, -3.4995, -1.8739)
H (1.6427, 0.7154, -3.4438)
H (-0.4728, 3.1265, -5.9285)
H (-0.4084, 5.7626, -5.5438)
H (-0.6556, 5.3983, -1.1929)
H (-0.7602, 2.7115, -1.2651)
H (-5.8716, -4.2670, -1.5439)
H (-7.7620, -2.5889, -5.2279)
H (-9.2213, -3.0424, -3.3700)
H (-7.6083, -1.6042, -1.2519)
H (-5.3911, 2.9830, -1.3587)
C (1.9341, 5.6539, 1.4459)
O (2.0711, 4.6724, 0.4272)
C (2.9723, 5.0803, -0.6014)
C (4.3384, 4.4213, -0.4367)
O (4.9974, 4.8803, 0.7424)
C (4.9058, 3.9485, 1.8130)
H (1.4433, 5.1882, 2.3024)
H (2.9019, 6.0437, 1.7696)
H (1.3073, 6.4760, 1.0858)
H (3.0649, 6.1713, -0.6311)
H (2.5387, 4.7548, -1.5526)
H (4.9690, 4.7015, -1.2844)
H (4.2477, 3.3281, -0.4294)
H (5.5906, 3.1139, 1.6352)
H (3.8882, 3.5700, 1.9364)
H (5.2018, 4.4557, 2.7324)
C (2.9105, 3.5847, 6.2853)
O (3.7638, 2.8652, 5.4055)
C (4.8519, 2.2484, 6.0908)
C (4.5999, 0.7593, 6.3066)
O (3.5134, 0.5411, 7.2053)
C (2.3098, 0.2005, 6.5298)
H (1.9866, 3.8130, 5.7511)
H (2.6621, 3.0050, 7.1775)
H (3.3886, 4.5246, 6.5778)
H (5.0526, 2.7535, 7.0417)
H (5.7362, 2.3654, 5.4562)
H (5.4871, 0.3145, 6.7646)
H (4.4211, 0.2500, 5.3516)
H (2.3615, -0.8363, 6.1835)
H (2.1183, 0.8627, 5.6818)
H (1.4841, 0.2937, 7.2370)
C (2.7230, -5.7602, 3.8374)
O (2.4269, -5.6089, 5.2191)
C (2.1345, -4.2572, 5.5662)
C (0.6317, -4.0307, 5.7019)
O (-0.0300, -4.1700, 4.4455)
C (-0.6755, -5.4296, 4.3074)
H (2.6893, -6.8242, 3.5974)
H (2.0002, -5.2382, 3.2057)
H (3.7306, -5.3855, 3.6319)
H (2.5712, -3.5630, 4.8398)
H (2.6060, -4.0678, 6.5358)
H (0.4592, -3.0059, 6.0415)
H (0.1987, -4.7107, 6.4456)
H (-1.5926, -5.4419, 4.9036)
H (-0.0266, -6.2542, 4.6128)
H (-0.9378, -5.5639, 3.2569)

Its total charge is 0. Its HOMO energy is -0.3385 Ha. The calculation puts the HOMO-LUMO gap at 7.347 eV.

Löwdin atomic charge list, values in e, 5 entries: -0.003, -0.379, 0.018, -0.099, -0.057


3.
A molecular structure, C35H46IN4O2OsSi, computed with wB97M-V/def2-TZVPD.

Positions of all 90 atoms, in Å:
Os (-0.2250, 0.9699, -1.0308)
C (-0.8539, -0.9162, 5.7352)
C (-0.1723, 0.3814, 5.2922)
C (1.3344, 0.2994, 5.6244)
C (-0.8036, 1.5698, 6.0397)
C (-0.2796, 0.5980, 3.7962)
C (0.1211, 1.8060, 3.2075)
C (0.0905, 1.9580, 1.8471)
N (-0.3459, 0.9723, 1.0243)
C (-0.7454, -0.2071, 1.5745)
C (-0.7200, -0.4102, 2.9273)
C (-1.1149, -1.2446, 0.5862)
C (-1.7373, -2.4160, 0.8969)
C (-2.0169, -3.3766, -0.0916)
C (-1.5794, -3.0876, -1.3885)
C (-0.9770, -1.8885, -1.6648)
N (-0.7676, -0.9509, -0.7084)
C (-2.7217, -4.6608, 0.2770)
C (-1.7284, -5.4923, 1.1226)
C (-3.9713, -4.3387, 1.1168)
C (-3.1348, -5.4669, -0.9560)
H (-0.7873, -1.0020, 6.8204)
H (-0.3696, -1.8039, 5.3157)
H (-1.9171, -0.9282, 5.4725)
H (1.4511, 0.1503, 6.6995)
H (1.8590, 1.2186, 5.3522)
H (1.8098, -0.5426, 5.1121)
H (-0.7375, 1.3834, 7.1128)
H (-1.8606, 1.6897, 5.7849)
H (-0.2871, 2.5123, 5.8441)
H (0.4757, 2.6327, 3.8111)
H (0.4357, 2.8715, 1.3801)
H (-1.0296, -1.3671, 3.3248)
H (-2.0213, -2.6024, 1.9239)
H (-1.7218, -3.7903, -2.1976)
H (-0.6389, -1.6437, -2.6622)
H (-1.4181, -4.9609, 2.0275)
H (-0.8361, -5.7564, 0.5480)
H (-2.2207, -6.4173, 1.4286)
H (-3.7252, -3.8641, 2.0698)
H (-4.4897, -5.2713, 1.3458)
H (-4.6686, -3.6938, 0.5741)
H (-2.2718, -5.8245, -1.5242)
H (-3.7884, -4.8940, -1.6220)
H (-3.6907, -6.3472, -0.6323)
C (-0.5828, 2.2578, -5.4521)
Si (-1.1398, 1.0427, -4.1869)
C (-2.4788, 1.7773, -3.1085)
C (-1.7321, -0.5593, -4.8777)
N (0.2387, 0.7190, -3.0136)
C (1.4867, 0.4212, -3.4030)
C (1.8414, 0.1352, -4.7602)
C (3.1284, -0.1553, -5.0935)
C (4.1273, -0.1746, -4.0964)
C (3.8239, 0.0877, -2.7612)
C (2.5285, 0.3672, -2.4239)
O (2.1033, 0.5694, -1.1293)
C (3.0159, 0.9476, -0.0918)
C (3.8268, 2.0486, -0.2441)
C (4.6586, 2.3989, 0.8131)
C (4.6502, 1.6610, 1.9890)
C (3.8099, 0.5625, 2.1154)
C (2.9810, 0.1957, 1.0613)
H (-1.3446, 3.0318, -5.5827)
H (-0.4424, 1.7720, -6.4232)
H (0.3563, 2.7478, -5.1782)
H (-3.4165, 1.7571, -3.6792)
H (-2.2649, 2.8223, -2.8758)
H (-2.7090, 1.2250, -2.1836)
H (-2.3508, -0.3454, -5.7577)
H (-2.3596, -1.1055, -4.1653)
H (-0.9179, -1.2136, -5.2054)
H (1.0720, 0.1467, -5.5257)
H (3.3835, -0.3802, -6.1206)
H (5.1507, -0.4084, -4.3666)
H (4.5952, 0.0589, -2.0036)
H (3.8184, 2.6236, -1.1656)
H (5.3172, 3.2539, 0.7117)
H (5.3082, 1.9365, 2.8049)
H (3.8181, -0.0269, 3.0249)
H (2.3396, -0.6798, 1.1198)
N (-1.4161, 4.4292, -0.4826)
C (-0.2165, 4.1630, -0.9638)
O (0.1555, 2.9901, -1.2583)
C (0.7282, 5.2913, -1.1635)
I (2.2055, 5.2381, 0.3726)
H (-2.0970, 3.7034, -0.3237)
H (-1.6938, 5.3773, -0.2780)
H (0.2406, 6.2569, -1.0968)
H (1.2502, 5.1854, -2.1082)

As for the expectation value of S²: 6.047. Its total charge is +3. Its HOMO energy (spin up / spin down) is -0.5958 / -0.6114 Ha. The calculation puts the HOMO-LUMO gap (spin up / spin down) at 7.527 / 6.184 eV. As for the spin multiplicity: 5.

Löwdin atomic charge list, values in e, 5 entries: 1.679, -0.045, -0.548, -0.017, -0.022


no.,strongest force on any atom (Eh/bohr)
1,0.0112
2,0.1424
3,0.0100